Entry 1:
Here is a molecular structure, C3H16BCl2N6NiO3 at a distorted geometry from the OMol25 dataset. Energies are from wB97M-V/def2-TZVPD.

Results
* lowest unoccupied orbital energy (alpha / beta): 0.00221 / -0.14441 Ha
* ⟨S²⟩: 3.7615
* HOMO (alpha / beta): -8.42 / -8.38 eV
* orbital gap (alpha / beta): 8.48 / 4.45 eV
* energy: -3131.63537 hartree
* spin multiplicity: 4

Atoms and positions in Å:
1 Ni 1.34 -12.03 5.48
2 B 2.81 -12.69 3.65
3 H 1.99 -12.66 2.95
4 H 2.70 -11.86 4.33
5 H 2.83 -13.66 4.12
6 H 3.77 -12.58 3.16
7 Cl 0.32 -10.03 4.26
8 Cl 3.08 -10.65 6.75
9 C 1.57 -15.09 6.86
10 O 1.80 -13.89 6.56
11 N 2.49 -15.93 7.33
12 N 0.38 -15.56 6.70
13 H 2.33 -16.93 7.25
14 H 3.39 -15.54 7.56
15 H -0.34 -14.93 6.37
16 H 0.15 -16.52 6.95
17 C -0.55 -11.73 8.18
18 O -0.18 -11.90 6.98
19 N -1.66 -12.13 8.72
20 N 0.11 -11.11 9.04
21 H -1.87 -11.67 9.59
22 H -2.43 -12.31 8.10
23 H 1.10 -11.33 8.98
24 H -0.39 -11.05 9.91
25 C -0.80 -13.51 3.52
26 O -0.01 -13.37 4.41
27 N -1.99 -14.10 3.62
28 N -0.75 -12.97 2.34
29 H -2.64 -14.07 2.85
30 H -2.15 -14.73 4.39
31 H -1.53 -12.76 1.73
32 H 0.12 -12.46 2.24



Entry 2:
Here is a molecular structure, C22H42O38S9 at a distorted geometry from the OMol25 dataset. Energies are from wB97M-V/def2-TZVPD.

Results
* lowest unoccupied orbital energy: -0.01393 Ha
* HOMO: -10.78 eV
* orbital gap: 10.40 eV
* energy: -7306.04973 hartree
* relative energy (zero: lowest compared OMol25 entry of this formula, charge and spin): 0.0 kcal per mole

Atoms and positions in Å:
1 O -0.12 -2.77 2.57
2 C 0.33 -3.37 3.50
3 O 1.60 -3.17 3.91
4 C 1.91 -4.02 5.06
5 C 0.93 -5.15 4.89
6 C -0.31 -4.42 4.40
7 H 1.85 -3.43 5.97
8 H 2.92 -4.38 4.89
9 H 0.76 -5.79 5.76
10 H 1.25 -5.91 4.18
11 H -0.71 -3.77 5.20
12 H -1.14 -5.01 4.04
13 C 2.37 0.33 6.55
14 C 2.15 0.01 5.08
15 O 3.38 0.33 4.39
16 S 4.59 0.47 5.41
17 O 4.98 1.82 5.51
18 O 5.56 -0.51 5.15
19 O 3.78 0.06 6.72
20 H 1.75 -0.30 7.17
21 H 2.23 1.36 6.87
22 H 1.31 0.52 4.62
23 H 1.98 -1.06 4.96
24 C -2.07 -5.04 -0.76
25 C -3.37 -4.87 0.00
26 O -4.31 -4.28 -0.91
27 S -3.70 -4.14 -2.37
28 O -3.21 -2.82 -2.57
29 O -4.55 -4.71 -3.35
30 O -2.49 -5.14 -2.13
31 H -1.41 -5.84 -0.47
32 H -1.49 -4.13 -0.65
33 H -3.32 -4.28 0.91
34 H -3.83 -5.82 0.32
35 C -1.17 5.98 0.12
36 C -0.11 4.87 0.29
37 O -0.59 4.05 1.34
38 S -2.18 4.15 1.46
39 O -2.45 4.09 2.84
40 O -2.87 3.29 0.59
41 O -2.32 5.61 0.85
42 H -1.41 6.04 -0.95
43 H -0.74 6.95 0.34
44 H 0.85 5.34 0.51
45 H 0.11 4.28 -0.60
46 C -3.11 1.18 -5.45
47 C -3.05 -0.09 -4.64
48 O -3.23 0.41 -3.31
49 S -2.54 1.85 -3.09
50 O -1.23 1.75 -2.54
51 O -3.48 2.73 -2.52
52 O -2.37 2.11 -4.69
53 H -4.13 1.54 -5.60
54 H -2.61 1.03 -6.41
55 H -2.12 -0.64 -4.72
56 H -3.97 -0.64 -4.83
57 C -5.39 0.21 -0.15
58 C -4.99 -1.16 -0.65
59 O -5.58 -1.03 -1.99
60 S -7.07 -0.59 -1.77
61 O -7.85 -1.64 -1.24
62 O -7.54 0.08 -2.91
63 O -6.73 0.45 -0.60
64 H -4.74 0.90 -0.69
65 H -5.23 0.43 0.90
66 H -5.48 -2.09 -0.35
67 H -3.93 -1.28 -0.80
68 C 4.27 1.28 -3.42
69 C 4.17 0.30 -2.24
70 O 5.51 -0.10 -1.98
71 S 6.55 0.83 -2.76
72 O 6.96 0.18 -3.95
73 O 7.51 1.32 -1.86
74 O 5.49 1.95 -3.15
75 H 3.34 1.83 -3.52
76 H 4.33 0.65 -4.31
77 H 3.51 -0.55 -2.30
78 H 3.80 0.92 -1.41
79 C -0.03 -1.06 -1.01
80 C 1.40 -1.52 -0.69
81 O 2.01 -0.46 0.02
82 S 0.90 0.34 0.91
83 O 1.23 1.71 0.98
84 O 0.79 -0.30 2.15
85 O -0.23 0.05 -0.15
86 H -0.84 -1.77 -0.91
87 H -0.06 -0.68 -2.04
88 H 2.00 -1.80 -1.55
89 H 1.28 -2.36 0.01
90 C 1.20 -1.49 -7.13
91 C 2.57 -0.94 -6.77
92 O 2.30 0.33 -6.14
93 S 0.85 0.36 -5.47
94 O 0.09 1.43 -5.94
95 O 1.01 0.14 -4.07
96 O 0.32 -0.99 -6.13
97 H 1.22 -2.58 -7.09
98 H 0.87 -1.19 -8.12
99 H 3.17 -0.80 -7.66
100 H 3.10 -1.53 -6.02
101 C 2.06 4.75 3.64
102 C 1.67 3.25 3.81
103 O 1.18 3.13 5.17
104 S 1.43 4.45 6.02
105 O 2.69 4.34 6.64
106 O 0.35 4.87 6.82
107 O 1.42 5.40 4.73
108 H 1.65 5.13 2.72
109 H 3.15 4.80 3.75
110 H 2.54 2.60 3.72
111 H 0.89 2.88 3.15



Entry 3:
Here is 2 unconnected molecules or ions with the total composition C10H16O at a distorted geometry from the OMol25 dataset. Energies are from wB97M-V/def2-TZVPD.

Results
* lowest unoccupied orbital energy: 0.02931 Ha
* HOMO: -8.02 eV
* orbital gap: 8.82 eV
* energy: -465.80268 hartree
* relative energy (zero: lowest compared OMol25 entry of this formula, charge and spin): 59.7 kcal per mole
* SMILES: Cc1ccc(O)cc1.CCC

Atoms and positions in Å:
1 C 1.25 -2.38 1.59
2 C 0.87 -1.90 0.31
3 C -0.12 -0.91 0.37
4 C -0.93 -0.63 -0.72
5 C -0.57 -1.32 -1.94
6 O -1.23 -1.21 -3.11
7 C 0.57 -2.13 -2.08
8 C 1.31 -2.37 -0.90
9 H 2.44 -2.41 1.59
10 H 0.93 -3.43 1.81
11 H 0.89 -1.73 2.37
12 H -0.30 -0.30 1.30
13 H -1.61 0.23 -0.71
14 H -2.02 -0.70 -2.99
15 H 0.78 -2.45 -3.12
16 H 2.19 -3.06 -0.94
17 C -1.37 3.77 1.08
18 C -0.03 3.18 1.40
19 C 0.55 3.72 2.74
20 H -2.18 3.07 1.02
21 H -1.59 4.59 1.87
22 H -1.52 4.17 0.07
23 H 0.13 2.11 1.50
24 H 0.64 3.43 0.58
25 H -0.28 4.00 3.47
26 H 1.17 3.21 3.35
27 H 0.90 4.69 2.58